153
Properties=species:S:1:pos:R:3:forces:R:3:mulliken_charge:R:1 method="wB97M-V/def2-TZVPD" multiplicity=1 molar_mass_g_mol=864.1 lumo_energy_ev=-0.133
O -0.0448 -5.8565 -0.2469 -0.1057 0.0091 0.0351 -0.59
H -0.5690 -5.0846 -0.5043 0.0311 -0.0319 -0.0828 0.32
H -0.3088 -6.0387 0.6594 0.0297 -0.0580 -0.0295 0.27
O -2.4970 -4.5911 -1.2137 -0.1608 -0.2043 -0.0492 -0.56
H -2.7469 -5.5234 -1.2033 0.0470 0.0413 0.0006 0.29
H -2.9318 -4.2303 -1.9946 0.0425 0.0684 0.0615 0.27
O 3.4987 2.9911 -1.0959 0.1993 0.6484 -0.1764 -0.55
H 3.5791 3.0326 -0.1394 -0.0839 -0.2340 -0.0029 0.24
H 2.8493 3.6657 -1.3185 -0.0121 -0.0807 -0.0071 0.28
O 3.6552 0.4844 0.0574 0.4244 -0.1238 0.3232 -0.56
H 3.0423 0.0344 0.6513 -0.1128 0.1786 -0.0499 0.27
H 4.4088 0.7127 0.6128 0.0133 -0.1606 -0.0283 0.25
O -3.0341 -1.0830 -5.4130 -0.5088 0.0407 0.3482 -0.59
H -2.4372 -1.8291 -5.4957 0.1283 0.1019 -0.1364 0.28
H -3.0034 -0.6572 -6.2736 0.1807 -0.0570 -0.0099 0.29
O 2.1707 0.0429 -4.2426 0.1536 -0.0833 -0.5510 -0.50
H 1.3309 -0.4197 -4.1580 -0.0716 0.2078 0.2897 0.26
H 2.2304 0.2877 -5.1732 -0.0314 -0.0669 0.0483 0.25
O -0.7831 1.8454 -2.9953 -0.5599 0.2040 -0.1954 -0.61
H -1.2150 0.9965 -2.8420 0.1577 -0.1066 -0.1393 0.15
H -0.9553 2.0359 -3.9232 0.1249 -0.0261 0.0030 0.24
O 1.4121 0.8313 -1.6549 -0.3892 0.0338 0.2267 -0.52
H 0.9916 0.2148 -1.0436 0.0295 0.1654 0.1218 -0.03
H 0.6882 1.3937 -1.9726 0.3712 -0.2908 -0.0243 0.33
O -0.6778 -1.3302 -6.9230 0.1554 -0.1755 -0.1551 -0.59
H -0.1874 -2.0246 -6.4672 0.0744 0.0940 -0.0274 0.29
H -0.3904 -1.3958 -7.8406 0.0113 0.0046 0.0482 0.28
O 1.3508 -4.2044 2.4362 -0.5060 -0.3366 0.7159 -0.56
H 0.4057 -4.3939 2.4303 0.0362 0.1207 0.0337 0.28
H 1.7309 -4.8759 3.0138 0.1315 0.0893 -0.0732 0.25
O 2.3973 -3.4789 0.1262 -0.4289 0.3531 0.2315 -0.57
H 1.8709 -3.5765 0.9534 0.7995 -0.1913 -0.8432 0.36
H 2.7838 -4.3461 -0.0185 -0.0805 -0.0472 -0.0173 0.25
C -0.0649 -11.5057 -8.5748 -0.0950 -1.6026 0.3867 -0.77
O 0.0276 -10.1486 -8.8444 -0.8017 0.2598 0.4919 -0.30
C -1.2292 -9.5684 -9.2143 1.0727 0.5247 -1.4813 -0.70
C -1.1104 -8.0631 -9.0774 0.3337 -0.4448 1.0598 -0.54
N -1.1629 -7.6884 -7.6674 -0.6323 0.4100 -0.0713 -0.33
C -0.8166 -6.2845 -7.4974 -0.3357 -0.9342 0.4004 -0.73
C -1.1177 -5.8534 -6.1017 0.3762 1.4853 1.3628 -0.17
O -0.2974 -6.5082 -5.1507 -0.3675 -1.2610 -0.5093 -0.40
C -0.6049 -6.2495 -3.8042 0.6605 0.8544 0.3635 -0.58
H -0.8008 -11.7668 -7.8013 0.1901 0.4532 0.3569 0.31
H 0.9158 -11.8798 -8.2794 -0.0088 0.2425 0.1819 0.27
H -0.3818 -12.1899 -9.3784 0.0780 0.6747 -0.6564 0.30
H -2.1167 -9.9306 -8.6935 0.2637 -0.2746 0.3761 0.39
H -1.3085 -9.7974 -10.2825 -0.5625 -0.0443 -0.0548 0.43
H -1.9409 -7.5860 -9.6011 0.0212 0.0509 -0.0257 0.34
H -0.1575 -7.7069 -9.4892 -0.0559 -0.2121 -0.4961 0.34
H -0.5619 -8.2438 -7.0719 0.1216 -0.1973 -0.2977 0.24
H -1.4872 -5.7060 -8.1368 0.3722 0.1660 -0.2399 0.34
H 0.2488 -6.1386 -7.7181 -0.0860 0.4808 -0.2017 0.37
H -2.1799 -5.9142 -5.8406 -0.0531 -0.5568 -0.1614 0.34
H -0.8877 -4.7808 -5.9773 -0.0435 0.1717 -0.3947 0.12
H -1.5654 -5.7436 -3.6768 -0.0852 -0.0945 -0.0918 0.21
H 0.1832 -5.5893 -3.4254 -0.1961 0.1937 0.1922 0.23
H -0.5663 -7.1173 -3.1448 -0.1369 -0.3630 -0.4715 0.33
C 3.7490 4.0612 5.0008 -0.4456 -0.0077 0.0320 -0.63
O 3.4609 4.3552 3.6441 0.3975 0.2534 0.2077 -0.19
C 2.7743 5.6091 3.4457 1.0149 -0.9495 -0.1619 -0.69
C 3.4562 6.3197 2.2878 -1.1439 0.0280 -0.4467 -0.64
N 4.6857 6.9589 2.6764 -0.0496 0.1273 0.0106 -0.35
C 5.3654 7.6336 1.5704 -0.1277 -0.5904 0.9881 -0.58
C 6.7783 7.9478 2.0251 0.5550 0.7138 -1.1634 -0.65
O 7.5080 6.7742 2.3563 -0.3481 0.1345 0.0090 -0.34
C 8.0714 6.8010 3.6522 0.4150 -0.2098 -0.3742 -0.63
H 4.2192 3.0816 5.0639 -0.1080 -0.0879 -0.2099 0.33
H 2.8227 4.0476 5.5814 0.1433 -0.1599 0.0151 0.12
H 4.4366 4.7679 5.4761 0.0464 0.2795 -0.2210 0.40
H 2.8742 6.1962 4.3600 -0.2251 0.2379 -0.0589 0.50
H 1.7328 5.3664 3.2294 -0.1339 0.2526 -0.0090 0.34
H 2.7241 7.0266 1.8774 0.2513 0.4894 0.2825 0.49
H 3.5825 5.6415 1.4295 0.1286 -0.4124 0.2315 0.19
H 5.3099 6.2390 3.0260 0.0205 -0.0355 -0.0594 0.21
H 4.7948 8.5228 1.2961 0.2266 0.2057 0.0941 0.37
H 5.4021 7.0021 0.6727 0.1525 -0.0826 -0.0363 0.32
H 6.8817 8.6973 2.8118 -0.5922 -0.1897 0.3243 0.41
H 7.2655 8.4329 1.1687 0.2001 -0.1820 -0.0670 0.36
H 8.5210 7.7782 3.8473 -0.1717 0.0372 0.2606 0.33
H 8.8914 6.0815 3.6528 -0.1239 -0.1015 0.0600 0.24
H 7.3421 6.5162 4.4153 0.0131 0.2161 0.1080 0.23
C 1.6438 2.0809 2.3758 -0.5446 -0.8036 0.5981 -0.31
O 1.3241 0.8426 1.7803 -0.4037 -0.5746 -0.9147 0.04
C 0.5955 -0.0272 2.6185 -0.7053 -0.1709 0.3008 -0.47
C 0.0293 -1.2456 1.8684 0.0942 0.7655 -1.5836 -0.38
N -0.8167 -0.8103 0.7402 0.1640 -0.3955 -0.9813 1.47
C -1.0569 -1.8997 -0.2134 1.1178 0.6637 -0.5056 0.31
C -1.5370 -1.3601 -1.5797 -1.2445 -0.6778 0.1912 -0.84
O -0.6269 -1.3929 -2.6542 -0.5099 -0.1869 0.5831 0.39
C -0.2609 -2.7132 -3.0294 0.9197 1.3669 -0.7213 -0.50
H 2.1881 1.8934 3.3077 0.3312 0.2766 -0.0639 0.33
H 0.7155 2.5863 2.6684 0.0232 0.3043 -0.1937 0.01
H 2.2170 2.6637 1.6650 0.0403 -0.0151 0.0454 -0.10
H -0.3045 0.4599 3.0140 0.2788 0.4210 0.4666 -0.04
H 1.3029 -0.3252 3.3976 -0.4828 -0.2718 0.4794 0.55
H -0.5818 -1.9850 2.3941 0.5593 0.1778 1.1240 0.36
H 0.8929 -1.7444 1.4252 -0.1275 -0.2167 -0.0840 -0.24
H -1.7361 -0.4706 0.9960 0.4429 0.2116 0.7200 -1.03
H -1.7165 -2.7005 0.1388 -0.2212 0.1081 0.1525 0.33
H -0.0846 -2.3722 -0.3870 -0.0090 -0.0792 -0.0133 -0.07
H -1.9398 -0.3480 -1.4940 0.4275 0.1800 0.1929 -0.05
H -2.4263 -1.9398 -1.8729 -0.0100 -0.1423 -0.0960 0.11
H 0.3670 -3.1602 -2.2576 -0.1061 -0.3672 -0.1177 0.12
H 0.3499 -2.4602 -3.9005 0.3262 -0.7748 -0.0024 0.19
H -1.0715 -3.3582 -3.3800 -0.3120 0.1187 0.4069 0.17
C 1.5944 4.6291 7.6512 -0.8640 0.2066 1.0916 -0.89
O 1.3187 3.3283 7.1919 0.4105 0.3204 -0.6682 -0.40
C -0.0038 3.1755 6.7255 -0.0685 -0.4268 -0.0168 -0.52
C -0.0899 1.9513 5.7830 -0.5731 0.1255 1.1230 0.05
N -1.2821 1.1166 6.0623 0.9218 0.2706 -0.7351 -0.44
C -2.4690 1.7180 5.4657 -0.2410 -0.5387 0.8729 0.42
C -3.6283 0.7455 5.6717 -0.6814 0.8761 -0.1532 -0.58
O -3.8981 0.6912 7.0616 0.1479 0.0934 0.3603 -0.37
C -4.5097 -0.4785 7.5329 0.1811 -0.2836 0.7585 -0.78
H 2.6423 4.7130 7.9255 0.0431 -0.0805 -0.1859 0.27
H 0.9874 4.8217 8.5477 0.1943 -0.0425 0.2164 0.36
H 1.2837 5.4444 6.9887 0.2963 -0.2702 -0.5623 0.34
H -0.3459 4.0747 6.2030 0.0484 0.1498 0.1330 0.30
H -0.6519 2.9971 7.5944 -0.1703 0.1722 -0.0151 0.38
H 0.7968 1.3472 5.9719 0.1419 0.0802 -0.3529 0.29
H -0.1548 2.3377 4.7682 0.3133 -0.4658 -0.1772 -0.37
H -1.4165 1.1472 7.0669 -0.0800 -0.3444 0.0137 0.29
H -2.3137 1.8834 4.4007 0.0269 0.0112 0.0292 -0.53
H -2.6214 2.6615 6.0074 -0.7180 0.1903 -0.5143 0.50
H -3.3770 -0.2138 5.2106 0.1910 -0.1941 0.3732 0.19
H -4.5578 1.0830 5.1982 0.1458 0.1698 -0.3578 0.44
H -4.4557 -0.5048 8.6258 0.6714 0.1748 -0.0356 0.25
H -3.9470 -1.3235 7.1302 -0.4630 -0.3607 0.0337 0.34
H -5.5992 -0.5639 7.4367 0.0332 0.1400 -1.0711 0.29
C -3.9639 -0.9760 2.0797 -0.8579 -0.1493 0.4433 -0.73
O -3.3028 0.2542 2.2441 0.4950 -0.1816 0.0200 -0.11
C -3.4947 1.1792 1.1849 -0.5077 0.7638 0.4975 -0.63
C -2.5670 2.3870 1.4007 0.1163 0.0746 -1.6351 0.21
N -2.9091 3.5221 0.5361 0.4968 0.0838 1.0088 -0.33
C -2.6694 3.3234 -0.8919 0.8937 -0.3416 0.9845 0.28
C -2.6896 4.6002 -1.6808 -0.0322 0.9648 -0.6089 -0.77
O -3.9837 5.1589 -1.8179 0.2235 0.3985 0.0137 -0.39
C -4.8133 4.4779 -2.7134 -0.4574 0.2779 -0.6854 -0.68
H -3.5156 -1.6476 1.3415 -0.0649 0.3204 -0.4082 0.12
H -5.0263 -0.7829 1.8971 0.0009 -0.1872 -0.5198 0.42
H -3.9779 -1.5599 3.0033 0.4379 0.4015 0.2630 0.22
H -4.5084 1.6027 1.2108 -0.2473 -0.2843 0.1651 0.60
H -3.4123 0.7282 0.1914 0.4055 -0.2121 0.0397 0.15
H -1.5508 2.1317 1.0882 0.1719 -0.2683 0.5870 -0.08
H -2.6150 2.7068 2.4393 0.0950 -0.1030 0.0464 -0.02
H -3.7713 3.9380 0.8550 -0.2250 0.1349 -0.7357 0.27
H -3.2630 2.4624 -1.2130 -0.2768 0.4147 -0.9664 0.24
H -1.6313 2.9955 -1.0092 0.0011 -0.2311 0.3052 -0.15
H -2.1454 4.5971 -2.6376 -0.6869 -1.1358 -0.4546 0.35
H -2.0412 5.3876 -1.2800 -0.4828 -0.2142 1.1947 0.39
H -5.3260 3.6291 -2.2522 0.1486 -0.1541 -0.0953 0.22
H -4.2987 4.1899 -3.6378 0.2866 -0.3767 0.2503 0.31
H -5.5717 5.1718 -3.0864 -0.1047 0.0773 0.4233 0.27